(1)
Density functional theory data (ωB97M-V/def2-TZVPD) for a molecular structure, C19H17BrNO3Sr.

```
42
Properties=species:S:1:pos:R:3
Sr -0.12 -0.05 0.12
C 2.14 0.33 -2.42
H 1.34 -6.59 0.05
C 2.90 0.16 -3.54
H -3.94 -3.67 -1.05
N 0.81 0.28 -2.37
C 0.84 -0.16 -4.73
C -0.14 3.08 0.53
C -2.26 -2.67 -0.15
C 1.06 -4.49 0.02
H 0.29 -0.36 -5.63
C -2.03 1.88 1.43
H 0.29 3.73 -0.22
H 2.45 -0.44 -6.61
Br 2.99 0.65 -0.76
C -1.25 -3.69 -0.08
O -2.03 -1.44 -0.21
H -0.89 -0.02 -3.49
C 0.10 1.82 2.57
C -3.72 -3.06 -0.17
C -1.65 -5.05 -0.08
H -4.32 -2.16 -0.20
H -1.10 -7.10 -0.04
O 2.99 -0.26 -5.83
H 2.11 -4.25 0.07
H -1.68 0.81 3.26
C -0.76 -6.08 -0.03
H -2.09 3.07 -0.36
C 0.62 -5.78 0.02
O 0.65 -2.19 0.02
H 1.69 2.94 1.66
C -1.48 2.71 0.45
H -3.98 -3.64 0.71
C 2.24 -0.09 -4.74
H 0.70 1.49 3.41
C 0.65 2.64 1.59
H -2.70 -5.29 -0.12
C 0.16 -3.39 -0.01
H 3.98 0.21 -3.51
H -3.07 1.59 1.37
C 0.19 0.03 -3.53
C -1.24 1.44 2.49
```

net charge	+1
frontier orbital gap	0.27417	hartree
E_HOMO	-10.2	eV
multiplicity	1

=====

(2)
Density functional theory data (ωB97M-V/def2-TZVPD) for a molecular structure, C10H35NO8 in a non-equilibrium geometry.

```
54
Properties=species:S:1:pos:R:3
H 8.32 -19.16 -26.01
H 8.53 -17.65 -25.60
H 11.96 -18.23 -23.92
H 15.03 -18.51 -23.33
H 8.80 -20.53 -26.43
H 12.29 -24.35 -23.19
H 13.71 -19.20 -21.00
H 15.39 -20.17 -23.59
H 11.55 -18.72 -22.23
O 9.42 -21.40 -25.46
H 12.83 -17.27 -25.49
H 11.11 -15.91 -28.70
N 12.78 -20.93 -23.80
H 11.25 -17.65 -28.20
O 8.42 -18.36 -24.97
H 11.71 -17.04 -24.50
H 7.71 -18.07 -24.40
H 12.36 -21.44 -26.68
H 12.40 -16.46 -27.58
O 10.99 -19.50 -25.40
H 10.20 -21.95 -25.52
H 10.04 -22.88 -23.30
C 12.95 -21.13 -20.94
H 14.82 -20.39 -21.60
H 10.07 -19.34 -25.19
H 14.44 -19.24 -24.84
H 11.17 -16.80 -25.97
H 12.01 -20.66 -20.65
H 11.99 -23.04 -21.14
C 12.34 -18.61 -22.97
C 13.77 -20.09 -21.63
O 11.41 -21.49 -26.77
O 12.52 -20.83 -25.21
H 13.63 -22.97 -21.84
H 11.71 -23.69 -24.68
H 11.09 -20.70 -26.34
H 10.33 -21.78 -22.02
O 11.97 -17.61 -25.22
H 13.49 -21.44 -20.05
H 12.73 -17.74 -22.45
C 11.37 -16.61 -27.90
C 14.63 -19.42 -23.78
C 12.38 -23.49 -23.85
H 13.34 -23.47 -24.35
C 10.64 -22.01 -23.04
C 13.35 -19.79 -23.07
H 11.61 -20.54 -25.30
C 12.15 -22.13 -23.18
O 8.61 -19.66 -26.77
O 10.56 -16.61 -26.69
C 12.69 -22.43 -21.72
H 11.41 -18.64 -25.29
H 8.69 -22.01 -25.60
H 10.28 -21.19 -23.66
```

net charge	0
frontier orbital gap	0.26239	hartree
relative energy (zero: lowest compared OMol25 entry of this formula, charge and spin)	914.60	kJ/mol
E_HOMO	-7.4	eV
multiplicity	1

=====

(3)
Density functional theory data (ωB97M-V/def2-TZVPD) for a gas-phase ion, ClHNO2S2 (charge -1) in a non-equilibrium geometry.

```
7
Properties=species:S:1:pos:R:3
S 1.71 -1.57 0.33
S -2.26 0.41 0.04
N 2.69 -0.56 -0.35
Cl -0.67 -1.15 -0.37
O -1.97 0.93 1.32
H 2.58 0.49 0.05
O -2.08 1.44 -1.03
```

net charge	-1
frontier orbital gap (alpha / beta)	0.26693 / 0.26695	hartree
relative energy (zero: lowest compared OMol25 entry of this formula, charge and spin)	104.81	kJ/mol
E_HOMO (alpha / beta)	-4.1 / -4.1	eV
multiplicity	1

=====

(4)
Density functional theory data (ωB97M-V/def2-TZVPD) for C3H6N2O in the gas phase.

```
12
Properties=species:S:1:pos:R:3
H -0.84 -1.45 1.32
H -1.07 -0.09 -2.01
N -0.15 -0.17 -0.15
H 0.18 -0.09 1.90
H 0.30 1.41 -1.42
H 0.92 -1.49 1.09
C 0.04 -0.84 1.12
H 1.64 2.44 0.07
O -1.75 -1.64 -0.89
C -1.05 -0.67 -1.07
N 1.27 1.57 0.44
C 0.51 1.02 -0.42
```

structure (SMILES)	[H]/N=C/N(C)C=O
net charge	0
frontier orbital gap	0.39048	hartree
relative energy (zero: lowest compared OMol25 entry of this formula, charge and spin)	77.39	kJ/mol
E_HOMO	-9.8	eV
multiplicity	1

=====

(5)
Density functional theory data (ωB97M-V/def2-TZVPD) for a molecular structure, C5H12O.

```
18
Properties=species:S:1:pos:R:3
H -0.62 -0.08 1.55
C -0.50 0.41 0.59
O 0.61 -0.45 -1.27
H -1.87 -0.74 -1.04
H -1.24 1.99 -0.69
H -2.51 1.09 0.14
H 1.55 -1.23 1.22
H 2.16 0.35 1.74
C -1.49 1.50 0.26
C 0.83 0.44 0.07
H -0.97 -1.94 -0.04
H -0.74 -1.87 -1.82
H 1.37 -0.95 -1.64
C 1.91 -0.26 0.87
H -1.57 2.28 1.03
C -0.95 -1.29 -0.91
H 1.16 1.38 -0.39
H 2.83 -0.41 0.30
```

net charge	0
frontier orbital gap	0.27764	hartree
relative energy (zero: lowest compared OMol25 entry of this formula, charge and spin)	485.59	kJ/mol
E_HOMO	-6.7	eV
multiplicity	1

=====

(6)
Density functional theory data (ωB97M-V/def2-TZVPD) for a molecular structure, C19H27ClN2Ru in a non-equilibrium geometry.

```
50
Properties=species:S:1:pos:R:3
H 3.36 0.70 -0.62
C 2.22 -1.20 -0.41
H 1.82 -1.33 2.88
C 1.20 2.03 -5.55
H 0.98 1.50 3.34
H 1.87 -3.59 2.49
H -1.22 3.81 -5.84
H 3.19 0.81 2.05
C 1.36 4.27 -4.35
H 0.78 -4.40 3.53
N -0.74 -1.82 1.70
H -1.53 -4.85 3.04
H -1.72 2.56 0.13
H 0.53 3.28 1.37
H -1.45 2.33 -4.92
C -2.47 -2.99 2.60
H -1.00 -0.29 3.31
C -0.93 3.29 -4.91
H -2.84 -1.22 2.12
C -0.89 0.54 2.63
C -1.29 2.07 0.98
H 0.88 -4.95 1.82
C -1.78 0.90 1.60
H 2.11 -1.52 -1.43
H -4.52 -2.40 3.01
C -1.48 -3.85 2.62
Cl 0.49 1.49 -1.74
C 2.80 0.03 1.42
H 1.54 4.99 -5.16
H -3.81 -3.56 4.19
C 0.16 1.49 2.65
Ru 0.46 0.29 0.52
H -2.69 0.38 1.35
H 1.35 2.29 -6.61
H 1.19 -2.80 0.73
H 0.60 1.11 -5.54
H 2.34 3.96 -3.99
C 2.07 -1.10 1.86
C -3.86 -3.28 3.11
C 0.86 -4.05 2.47
H -1.34 3.88 -4.09
C -0.08 2.44 1.62
C 0.54 3.12 -4.80
C -0.40 -3.17 2.13
C 1.72 -1.87 0.73
C 2.89 -0.03 0.02
H 2.18 1.79 -5.15
H 0.87 4.83 -3.55
H -4.30 -4.12 2.54
N -2.04 -1.83 2.10
```

net charge	+2
frontier orbital gap (alpha / beta)	0.20182 / 0.24600	hartree
relative energy (zero: lowest compared OMol25 entry of this formula, charge and spin)	137.31	kJ/mol
E_HOMO (alpha / beta)	-13.7 / -14.5	eV
multiplicity	5

=====

(7)
Density functional theory data (ωB97M-V/def2-TZVPD) for a molecular structure, C4H4LiNaO5 in a non-equilibrium geometry.

```
15
Properties=species:S:1:pos:R:3
Na -2.58 -0.10 -2.94
H 0.88 -1.72 0.89
O -1.79 -0.34 -0.83
O -0.55 0.72 -2.37
C 0.31 0.57 -0.17
Li 2.12 0.92 1.41
C 1.27 -1.08 2.93
O 2.40 -0.33 2.70
O 0.05 0.25 1.14
C 0.37 -1.19 1.71
O 1.45 1.10 -0.41
H 1.49 -2.13 3.24
H 0.64 -0.67 3.76
H -0.60 -1.67 1.93
C -0.72 0.30 -1.17
```

net charge	-1
frontier orbital gap (alpha / beta)	0.08744 / 0.19585	hartree
relative energy (zero: lowest compared OMol25 entry of this formula, charge and spin)	0.00	kJ/mol
E_HOMO (alpha / beta)	-0.9 / -3.9	eV
multiplicity	2

=====

(8)
Density functional theory data (ωB97M-V/def2-TZVPD) for a molecular structure, C39H37AsN3O2RhS2Si in a non-equilibrium geometry.

```
86
Properties=species:S:1:pos:R:3
C 4.24 2.80 -0.04
H 3.95 2.44 0.94
H 1.51 5.74 1.07
C 0.75 2.60 -3.02
C 5.32 3.67 -0.16
H 4.94 -3.88 -1.71
C 1.16 0.30 -3.60
C 4.42 -2.94 -1.58
C -0.91 2.54 1.07
C 1.22 1.33 -2.66
C -2.28 -1.24 2.63
C -2.88 -0.97 -0.02
H 0.95 -6.56 4.26
H -0.12 1.89 1.48
H 6.20 -1.73 -1.75
C -3.44 -1.79 2.17
C 4.44 -0.55 -1.42
H -1.37 6.55 1.79
H 2.50 -3.87 -1.38
C 5.00 3.72 -2.54
C -3.98 -5.17 3.11
C 5.70 4.13 -1.41
C -3.15 -0.70 -1.43
H 0.57 -0.28 -5.57
C -1.41 -0.60 1.73
C -4.16 -4.58 1.86
H -2.64 -6.14 4.47
H -0.38 -5.52 4.83
N -5.77 -3.28 0.72
C 1.15 4.77 0.73
C 3.54 2.38 -1.17
C 3.05 -2.94 -1.39
C 3.93 2.84 -2.42
C -5.21 -1.94 -1.12
H -4.13 -2.26 2.85
O -2.32 -0.06 -2.12
Rh -0.48 0.51 -1.00
N -5.49 -4.13 1.59
H -6.14 -2.35 -1.52
H -4.82 -5.20 3.78
Si -0.43 4.28 1.61
C 5.13 -1.74 -1.60
O -0.45 -6.17 2.87
C -1.69 -5.67 2.59
H 0.17 5.13 3.89
C -4.89 -2.33 0.18
H 5.30 4.07 -3.52
C -3.75 -1.73 0.79
H 3.40 2.52 -3.31
H 0.74 3.47 3.67
H -1.96 5.74 0.32
C 0.64 0.53 -4.86
C 2.33 -1.74 -1.21
C -1.73 5.61 1.38
H -0.64 -7.27 4.62
As 2.08 1.09 -0.88
S -2.06 3.25 -1.27
H 5.85 3.99 0.72
H -4.66 -0.92 -2.94
C -2.75 -5.70 3.49
C 0.18 1.80 -5.21
H 1.00 4.82 -0.35
N -1.74 -0.43 0.47
H 1.51 -0.69 -3.34
H -0.14 3.81 -4.54
C -4.39 -1.17 -1.92
H -1.85 2.26 1.57
H -0.96 3.78 3.99
H -0.45 -0.23 2.05
H -3.20 -4.19 -0.04
C -0.13 -6.39 4.22
H 0.78 3.41 -2.30
H 6.53 4.82 -1.51
C -0.08 4.15 3.46
C -1.08 2.28 -0.40
C 0.24 2.83 -4.29
H 1.94 4.04 0.91
C -1.87 -5.14 1.32
H 4.99 0.38 -1.44
H -0.24 1.97 -6.19
H -2.65 5.34 1.89
C 3.06 -0.55 -1.22
C -3.09 -4.59 0.96
H -2.01 -1.30 3.68
H -1.05 -5.14 0.62
S 0.61 -1.83 -0.98
```

net charge	-1
frontier orbital gap (alpha / beta)	0.24356 / 0.24191	hartree
relative energy (zero: lowest compared OMol25 entry of this formula, charge and spin)	11.38	kJ/mol
E_HOMO (alpha / beta)	-4.2 / -4.2	eV
multiplicity	2

=====

(9)
Density functional theory data (ωB97M-V/def2-TZVPD) for a molecular structure, C5H9Br3O3 in a non-equilibrium geometry.

```
20
Properties=species:S:1:pos:R:3
H 1.33 -2.68 0.70
H -1.47 1.73 -1.93
H -0.42 -2.72 0.86
O 0.69 1.33 0.07
H 0.30 -2.60 -0.58
Br -0.15 -0.47 3.52
H 1.82 1.14 1.85
O 0.89 -0.82 0.31
O -0.92 -0.11 -0.93
Br -2.93 -0.87 2.13
C -1.81 0.93 -1.33
C -1.22 0.12 2.07
C 0.45 -2.20 0.35
H 1.58 2.72 1.30
H 2.72 1.64 0.50
H -2.55 0.42 -1.98
H -2.26 1.51 -0.44
C 0.14 0.13 -0.08
C 1.73 1.64 0.96
Br -1.63 2.09 2.21
```

net charge	0
frontier orbital gap	0.28634	hartree
relative energy (zero: lowest compared OMol25 entry of this formula, charge and spin)	421.23	kJ/mol
E_HOMO	-7.3	eV
multiplicity	1

=====

(10)
Density functional theory data (ωB97M-V/def2-TZVPD) for a molecular structure, C19H18AlNOS in a non-equilibrium geometry.

```
41
Properties=species:S:1:pos:R:3
C -2.23 0.53 2.22
H 1.93 -5.02 2.13
H -1.74 0.38 3.19
N -4.18 2.77 -0.62
C -1.49 3.09 -2.19
C -4.54 3.84 -0.19
C 0.46 1.99 -1.65
H -3.79 2.10 2.56
C 2.52 -4.52 1.37
O 1.22 -1.10 -0.23
H 4.25 -2.68 -1.58
H -2.76 -0.25 -0.99
C 3.04 -2.47 0.19
C 0.44 3.14 -0.86
H -4.88 0.85 0.35
H -1.18 -1.01 1.01
H 1.94 -0.57 1.88
C -0.69 1.91 -2.43
C 2.32 -3.15 1.21
H -2.25 3.49 -2.85
C 3.44 -5.19 0.57
H 1.22 3.42 -0.16
Al -2.29 2.46 -0.33
H 3.20 -0.59 -0.93
C 1.87 -0.23 0.83
C -2.76 0.20 0.01
C -1.87 -0.18 1.05
H -0.90 1.15 -3.18
H 3.61 -6.25 0.74
H 4.73 -5.07 -1.15
C 3.87 -3.19 -0.69
C 2.61 -1.11 -0.16
C -0.79 3.85 -1.10
H 1.78 0.86 0.65
S -4.74 5.39 -0.09
H 1.50 -2.61 1.72
C 4.08 -4.54 -0.47
C -3.37 1.32 1.94
H -1.05 4.82 -0.73
H 1.30 1.28 -1.72
C -3.84 0.87 0.67
```

net charge	0
frontier orbital gap	0.22114	hartree
relative energy (zero: lowest compared OMol25 entry of this formula, charge and spin)	244.78	kJ/mol
E_HOMO	-7.2	eV
multiplicity	1

=====

(11)
Density functional theory data (ωB97M-V/def2-TZVPD) for a molecular structure, C21H30BF4GeI2N2O5SeV in a non-equilibrium geometry.

```
68
Properties=species:S:1:pos:R:3
C -1.64 3.12 1.64
O 0.39 0.16 1.83
O 1.14 1.93 3.82
C -2.11 -0.44 -2.45
C -3.83 2.81 2.90
C -3.14 -0.94 -1.46
I -3.10 -1.62 2.79
O 2.89 1.07 1.99
H 1.39 -1.94 1.99
Se 1.40 1.69 2.22
H 2.64 -5.25 -0.43
H -2.77 5.03 -0.07
C -4.94 -2.01 0.39
H -4.21 6.80 -1.07
H -1.82 4.19 1.51
H -0.17 -2.55 -3.06
V -0.03 -0.03 0.16
H -2.16 0.64 -2.54
C -2.96 2.36 1.73
H 1.41 3.81 -0.48
Ge -0.52 2.58 0.11
H -3.53 2.47 0.80
H -3.27 2.67 3.83
C 1.35 -2.53 1.09
F 3.48 1.01 -2.10
C 0.47 -2.74 -1.03
F 1.86 -0.30 -3.13
H -0.06 -0.32 -2.61
N 0.54 -2.07 0.13
C 1.20 -3.89 -1.26
H -5.74 2.19 2.06
H -2.60 2.32 -1.39
H -2.54 7.00 -1.62
H -1.06 3.00 2.56
H -1.09 2.36 -2.34
H -4.58 -1.51 -2.94
H -1.46 -2.74 -1.87
F 1.78 0.00 -0.86
I -7.08 -2.75 -1.60
O 0.58 4.01 -0.03
C -5.25 -1.98 -0.96
O -1.75 -0.25 0.29
C -0.51 -2.24 -2.07
H 1.13 -4.40 -2.21
C -1.64 2.85 -1.53
C -5.15 2.04 2.97
C 2.12 -3.68 0.93
C -2.86 -0.88 -0.10
H -2.75 1.29 1.85
H -2.14 4.39 -2.98
C 2.04 -4.36 -0.26
H -3.93 4.30 -1.17
N -0.74 -0.79 -2.02
H -5.76 2.35 3.82
F 1.30 1.76 -2.29
H 2.77 -4.00 1.74
B 2.16 0.68 -2.14
C -3.41 6.34 -1.66
H -3.75 6.28 -2.69
C -3.05 4.95 -1.12
H -2.32 -0.88 -3.43
C -1.91 4.31 -1.90
C -3.72 -1.48 0.81
H -0.99 4.89 -1.74
C -4.35 -1.48 -1.88
H -4.96 0.96 3.07
H -5.61 -2.44 1.11
H -4.04 3.88 2.80
```

net charge	-1
frontier orbital gap (alpha / beta)	0.24280 / 0.23820	hartree
E_HOMO (alpha / beta)	-4.8 / -4.7	eV
multiplicity	2

=====

(12)
Density functional theory data (ωB97M-V/def2-TZVPD) for a molecular structure, H24HfNO15 in a non-equilibrium geometry.

```
41
Properties=species:S:1:pos:R:3
H -0.04 4.23 2.28
H -1.29 1.14 -2.20
N 0.61 0.15 0.17
O 3.25 -2.56 0.14
H 2.02 2.90 -2.37
O 1.07 -1.57 2.37
H -3.51 -0.66 0.38
H 1.81 -0.09 -2.33
H 1.62 -0.07 -3.83
Hf -0.17 3.30 -0.50
O -3.31 -0.07 1.12
H 0.01 -2.45 -3.36
H -0.59 1.12 3.44
O -0.09 -1.75 -2.73
H -1.97 1.39 2.95
H -1.92 -2.09 0.45
O 1.70 2.94 -1.44
H 0.08 1.38 -2.66
O 1.55 -0.31 -0.42
H 2.63 -1.86 0.09
H -0.24 2.72 2.17
O -2.17 -2.74 1.11
H -2.96 -3.17 0.86
O -0.03 3.46 1.63
O -1.07 1.25 2.61
H 1.39 -4.33 -0.31
H 0.62 -3.21 0.01
O -0.63 1.79 -2.16
H -2.72 2.79 0.30
H 0.32 -2.18 -1.96
H 0.39 -0.87 2.44
H 2.55 2.71 -0.94
O 0.83 -3.74 -0.77
O -1.95 2.28 0.01
O 0.58 1.42 0.21
H -2.87 -0.63 1.83
H -2.09 1.33 0.22
O 1.68 0.54 -3.04
O -0.50 -0.48 0.18
H 1.51 -1.66 3.21
H 3.92 -2.35 0.82
```

net charge	+3
frontier orbital gap	0.12054	hartree
E_HOMO	-17.6	eV
multiplicity	1